Computed, not measured: a 2-piece molecular cluster, C3H4ClF overall at a distorted geometry, with wB97M-V/def2-TZVPD.

Positions of all 9 atoms, in Å:
C -1.43469 -1.01367 -0.80196
C -0.85269 -0.13399 -0.10090
C -0.33495 0.60719 0.80578
F 0.86305 0.43256 1.38644
Cl 2.89835 1.01789 -0.65222
H -2.12063 -1.70985 -0.23972
H -1.42618 -0.87784 -1.89174
H 3.27605 0.24347 0.42218
H -0.86831 1.43423 1.07213

Values from the calculation:
HOMO-LUMO gap   10.538 eV
SMILES   C=C=CF.Cl